Entry 1:
An isolated molecule of C23H25N3O2. Source: the OMol25 dataset; level of theory: ωB97M-V/def2-TZVPD.

Geometry as XYZ:
```
53
Properties=species:S:1:pos:R:3:forces:R:3
H -0.303 -1.665 -1.314 -0.14 0.63 0.26
C -0.378 -0.663 -1.738 -0.48 0.86 -0.09
C 3.104 -4.604 3.058 0.04 0.04 0.27
C 2.339 -2.940 4.715 0.05 -0.07 0.11
H -0.476 -1.585 -3.770 0.06 0.47 0.85
C 1.397 -1.454 0.345 -0.60 0.20 1.02
O -0.755 3.759 0.225 -0.87 -1.46 2.60
H -0.137 0.227 -7.011 -0.15 -0.29 0.18
C -1.336 3.027 1.035 0.10 0.30 -0.99
C 2.002 -2.428 2.466 -0.41 0.20 0.31
H -2.089 2.263 -5.910 0.15 0.04 0.06
H -3.152 2.269 3.535 -0.05 -0.52 0.42
H -0.534 2.678 -1.197 0.16 -0.31 -0.32
N 2.496 -3.342 3.345 0.32 -0.57 -0.22
C -2.185 1.072 2.032 0.41 -2.05 -0.37
H 3.322 -2.887 5.201 -0.06 0.07 0.09
C -1.100 2.168 -5.434 -0.12 0.19 0.16
H 1.756 -3.694 5.260 -0.06 0.12 0.04
C 0.810 -0.363 2.413 -0.43 -0.30 1.68
C -3.085 2.201 2.460 -0.47 0.20 0.65
C -0.481 -0.665 -3.154 -0.25 0.04 0.84
C 2.039 -2.485 1.077 -0.22 0.74 -0.25
C 1.648 -1.566 4.627 0.20 0.18 0.70
C 0.599 -0.427 1.054 1.78 -0.26 -0.55
H -4.096 2.063 2.100 -0.13 -0.40 -0.16
C -0.685 0.552 -3.795 0.11 0.52 0.08
H 2.600 -3.319 0.610 -0.51 0.87 -0.05
C -0.409 0.584 -0.974 0.71 -1.43 -0.93
H 1.577 -1.548 -0.736 -0.50 0.59 0.70
H -0.317 3.665 -4.050 -0.04 -0.08 0.16
H 2.592 -5.378 3.659 0.24 0.02 -0.33
H 2.316 -0.814 5.043 -0.05 0.22 0.05
C -0.054 0.879 0.496 2.09 -0.69 -1.16
N -1.151 1.593 1.229 -0.21 1.38 -0.04
H -0.359 2.581 -6.135 -0.09 -0.08 0.11
O -2.319 -0.121 2.287 0.12 2.00 -0.30
H -2.030 3.328 -3.843 0.16 -0.03 0.10
H -2.086 4.127 2.733 -0.04 -0.31 -0.20
H 0.742 -1.560 5.228 -0.19 0.13 -0.09
H 4.166 -4.585 3.360 -0.19 -0.21 -0.21
H 0.812 1.687 0.594 -1.76 -1.52 -0.77
H -0.278 -1.100 -5.807 -0.07 0.14 -0.24
H 3.023 -4.843 1.993 0.04 -0.04 0.29
H -3.202 4.121 1.386 0.32 -0.36 -0.01
C -2.507 3.479 1.948 1.32 0.64 -0.97
C -0.755 1.759 -3.080 0.17 -1.35 0.16
C 1.425 -1.352 3.165 0.14 -0.22 -1.49
H 0.407 0.519 2.913 -0.01 -0.26 0.17
C -0.543 1.728 -1.714 -0.76 1.66 -1.50
N -0.816 0.787 -5.134 0.19 -0.44 -0.44
C -0.742 -0.185 -6.185 -0.21 0.23 0.04
H -1.753 -0.411 -6.566 0.29 -0.15 -0.08
C -1.060 2.862 -4.046 -0.11 0.74 -0.35
```
Forces are in eV/Å.

Summary:
SMILES: CN1CCc2cc(C(c3ccc4c(c3)CCN4C)N3C(=O)CCC3=O)ccc21
E_HOMO, eV: -6.912
Calculated total energy, eV: -32820.892

In elementary charge units, the Mulliken charges are: 0.973, -0.971, -0.974, -0.695, 0.163, -0.814, -0.651, 0.310, 0.300, 0.641, 0.302, 0.299, 0.953, 0.104, 0.446, 0.326, -0.673, 0.347, -0.198, -0.556, -1.637, -1.374, -0.770, 0.102, 0.285, 0.654, 0.167, 0.254, 0.685, 0.285, 0.297, 0.249, 0.456, 0.379, 0.332, -0.594, 0.227, 0.261, 0.286, 0.278, 0.329, 0.315, 0.298, 0.330, -0.479, -0.249, 0.066, 0.461, -0.200, 0.094, -1.018, 0.297, -0.696

Entry 2:
A structure of composition C28H44BCl2F4N4O2Si3Ti. Source: the OMol25 dataset; level of theory: ωB97M-V/def2-TZVPD.

Geometry as XYZ:
```
89
Properties=species:S:1:pos:R:3:forces:R:3
H 0.352 4.645 2.413 0.12 0.01 0.07
C 0.087 -2.001 -3.289 -0.21 0.03 -0.11
N -0.363 -1.778 -2.037 0.09 -0.29 -0.86
H -1.486 5.277 1.668 -0.02 -0.02 0.02
Si 1.215 2.276 1.944 0.52 0.61 0.65
O -0.667 -0.454 0.246 -1.48 0.98 0.46
H 2.880 1.888 0.076 0.03 -0.14 -0.19
Si -1.890 2.857 2.153 -0.13 0.28 0.22
C -1.689 -3.631 -3.806 -0.17 -0.09 0.11
H -0.444 -3.829 -5.966 -0.09 0.02 0.07
H -0.325 -2.074 -6.131 -0.02 -0.04 -0.02
H -2.468 -1.725 -2.060 0.00 0.04 0.09
C -0.022 -2.931 -5.521 0.14 0.04 -0.12
C -1.840 3.375 3.971 0.03 -0.11 -0.08
C -3.681 2.280 1.880 0.30 -0.16 -0.08
F 2.327 -2.193 -1.187 0.32 -0.22 -0.16
C 1.492 -3.025 -5.452 -0.07 0.03 0.03
C -1.614 4.385 1.053 -0.11 -0.19 0.05
C -1.663 -2.376 -1.699 -0.04 -0.05 -0.04
H 0.772 3.803 3.898 0.17 0.05 -0.09
H -1.020 -4.403 -1.916 -0.01 -0.04 0.00
H 0.329 0.050 4.962 -0.03 0.00 0.00
H -4.098 1.845 2.789 0.04 -0.01 0.03
H -2.455 -1.940 3.129 0.12 0.01 0.05
C -1.809 -3.759 -2.304 0.11 0.12 -0.01
N 1.192 -1.361 -3.716 -0.25 -0.24 0.09
H 1.854 0.562 3.750 0.12 -0.01 0.02
H -4.294 3.145 1.624 0.01 0.04 0.01
N -0.552 -2.794 -4.168 0.13 0.03 0.22
C 2.106 -3.068 3.458 0.07 0.05 -0.11
H -1.738 -2.436 -0.616 -0.09 0.01 -0.03
C 0.919 -2.357 3.420 -0.06 0.11 -0.06
H -0.736 4.294 0.414 0.03 0.05 -0.03
H -3.812 1.544 1.085 -0.12 0.07 -0.01
C 1.051 3.937 2.853 -0.19 -0.14 0.01
C 2.350 1.324 3.153 -0.43 -0.12 -0.19
H 1.761 -3.852 -4.792 0.04 -0.03 -0.05
H -2.773 -4.196 -2.050 -0.01 0.01 0.03
C 0.848 2.095 -2.785 0.17 -0.27 0.31
H -1.012 1.167 4.810 -0.02 -0.05 -0.03
H -2.584 2.836 4.559 -0.04 -0.04 -0.05
H -3.249 -0.430 2.723 -0.01 -0.01 0.03
H -2.475 4.572 0.408 -0.02 -0.05 -0.03
O 1.298 0.308 -1.266 0.65 1.54 -0.47
C 0.010 3.077 -3.277 -0.16 0.07 -0.02
F 2.795 -4.222 -0.178 -0.04 0.00 -0.02
H 3.539 -1.604 0.793 -0.10 -0.10 -0.12
B 1.853 -3.576 -0.895 0.09 -0.52 -0.02
H 1.923 -3.205 -6.435 0.00 0.02 -0.01
H 4.067 -3.223 2.568 0.01 0.00 -0.04
C 0.501 1.330 -1.668 -0.59 0.91 -0.25
H -2.552 2.689 -1.105 0.00 0.04 0.04
H 3.185 0.861 2.631 0.03 -0.10 -0.09
H -0.874 3.236 4.450 -0.19 0.02 0.02
C -1.225 3.264 -2.677 0.18 -0.12 0.02
H 3.040 -1.796 -4.580 -0.03 0.03 0.04
C -0.587 1.497 1.670 -0.05 -0.75 -0.41
N 1.600 -1.249 1.428 0.42 -0.26 0.90
H 0.306 3.674 -4.127 0.01 -0.04 -0.03
H 2.771 2.054 3.846 -0.03 0.05 -0.02
Cl -2.328 4.413 -3.330 -0.08 0.10 -0.03
H 1.598 -0.705 -3.080 0.11 0.18 0.19
C 2.796 -1.855 1.537 0.21 0.08 0.14
C 3.094 -2.756 2.535 -0.07 0.02 0.16
C -2.412 -1.080 2.459 0.14 0.37 -0.21
H 1.980 3.388 -0.203 -0.01 0.01 -0.11
H 1.914 -0.923 -5.626 0.04 -0.01 0.01
C -0.703 1.615 -1.006 0.41 -0.40 -0.01
Cl 2.374 1.810 -3.543 0.07 0.01 -0.06
H -2.083 4.438 4.040 -0.01 0.02 -0.03
C 0.686 -1.421 2.421 -0.21 0.52 0.27
H -2.172 0.882 0.319 0.13 -0.13 -0.10
H 0.161 -2.506 4.179 0.04 0.00 0.05
F 1.472 -4.169 -2.055 0.06 -0.01 -0.03
H -1.552 -4.613 -4.259 0.03 0.04 -0.05
F 0.678 -3.272 -0.072 0.18 -0.02 -0.01
H -2.602 -3.192 -4.221 0.01 -0.03 -0.04
C 2.424 2.746 0.558 -0.65 -0.28 -0.24
C -1.079 0.900 0.279 -0.22 1.20 0.44
H -1.325 -0.536 5.075 -0.01 -0.03 -0.01
H 2.275 -3.821 4.217 0.02 0.00 0.01
C -1.582 2.532 -1.557 0.00 0.05 0.12
C 1.995 -1.719 -4.882 0.04 0.00 -0.09
Si -0.774 -0.154 2.680 -0.11 -0.02 0.84
H 3.227 3.318 1.026 -0.08 -0.04 0.19
H 2.036 4.408 2.850 0.07 -0.08 -0.08
H -2.570 -1.437 1.442 -0.05 0.00 0.03
Ti 0.718 -1.119 -0.458 0.75 -2.53 -0.91
C -0.673 0.165 4.550 0.03 -0.02 -0.18
```
Forces are in eV/Å.

Summary:
Total charge: +1
E_HOMO, eV: -11.499
Calculated total energy, eV: -123153.440

In elementary charge units, the Mulliken charges are: 0.295, -0.159, 1.337, 0.526, 0.858, -0.582, 0.297, 1.286, -0.704, 0.431, 0.256, 0.556, -0.793, -1.528, -1.556, -0.204, -0.544, -1.538, -0.534, 0.431, 0.231, 0.417, 0.386, 0.522, -0.766, 0.513, 0.023, 0.449, 0.184, -0.792, -0.071, -0.800, 0.420, 0.360, -1.652, -1.141, 0.217, 0.419, 0.579, 0.406, 0.434, 0.287, 0.520, 0.042, -0.499, -0.266, 0.481, -0.071, 0.419, 0.536, -0.129, 0.713, 0.304, 0.406, -0.138, 0.365, 1.999, 1.836, 0.516, 0.663, -0.204, -0.131, -0.579, -0.812, -1.372, 0.276, 0.399, -0.633, -0.223, 0.377, 0.192, 0.324, 0.543, -0.297, 0.475, -0.315, 0.308, -1.383, -0.951, 0.451, 0.481, -0.751, -0.731, 0.746, 0.609, 0.495, 0.049, -1.346, -1.448

Entry 3:
An isolated molecule of C6H10O. Source: the OMol25 dataset; level of theory: ωB97M-V/def2-TZVPD.

Geometry as XYZ:
```
17
Properties=species:S:1:pos:R:3:forces:R:3
H 0.486 -1.479 -0.198 0.08 0.07 -0.02
C 0.925 0.354 -1.027 -0.06 -0.10 0.38
H 1.938 -1.545 -1.222 -0.04 0.11 0.12
C 2.253 -0.908 0.807 -0.12 0.19 0.38
H -1.869 1.883 -0.131 0.11 -0.11 -0.01
C 0.172 1.190 -0.059 0.18 0.01 -0.05
C -1.982 -0.245 0.135 0.00 -0.07 0.02
H -1.395 0.973 -1.558 -0.02 0.03 0.16
C -1.324 0.995 -0.464 -0.17 0.02 -0.09
H -1.546 -1.179 -0.238 -0.08 0.15 0.04
H 3.270 -1.339 0.694 -0.09 0.08 0.04
H -3.046 -0.271 -0.121 0.15 0.02 0.05
O 1.892 -0.455 1.865 0.16 -0.25 -0.45
H 0.410 2.243 -0.255 -0.03 -0.16 -0.04
H 0.296 0.978 1.012 -0.01 -0.01 -0.19
H -1.895 -0.248 1.227 0.00 -0.01 -0.15
C 1.416 -0.948 -0.466 -0.03 0.02 -0.19
```
Forces are in eV/Å.

Summary:
E_HOMO, eV: -8.234
Calculated total energy, eV: -8427.518

In elementary charge units, the Mulliken charges are: -0.012, -0.506, 0.321, -0.013, 0.335, -0.238, -1.121, 0.358, -0.496, 0.287, 0.348, 0.351, -0.468, 0.342, 0.303, 0.298, -0.090

Listing energy relative to the best compared isomer or geometry (same formula, charge and spin) for the structures above in their given order: 3.037, 0.000, 3.722 eV.
Listing gap between HOMO and LUMO for the structures above in their given order: 7.71, 8.10, 8.05 eV.
Listing largest force on an atom for the structures above in their given order: 3.105, 2.788, 0.538 eV/A.